[1]
The following is a quantum chemistry calculation of C2H2BrP in the gas phase in a non-equilibrium geometry, from the OMol25 dataset.

```
6
Properties=species:S:1:pos:R:3:forces:R:3:nbo_charge:R:1
C 1.41401 -0.09109 0.41718 -1.7 -0.1 -1.1 -0.219
C 0.32815 0.04288 -0.16476 3.5 -0.9 -0.1 -0.420
P -1.26679 0.53759 -0.89458 0.7 -3.2 -2.8 0.571
Br -2.16400 -1.43277 -0.21873 -0.6 0.6 0.4 -0.203
H 2.39519 -0.32558 0.85062 -1.1 0.3 -0.4 0.253
H -0.70657 1.26896 0.01027 -0.8 3.3 4.0 0.019
```
Positions in Å, forces in eV/Å.

## Properties
Orbital gap = 8.746 eV
HOMO level = -9.4 eV
Max |F| = 0.1015 Eh/bohr
Charge = 0
Structure (SMILES) = C#CPBr



[2]
The following is a quantum chemistry calculation of a molecular structure, C5H3CoO4S9 in a non-equilibrium geometry, from the OMol25 dataset.

```
22
Properties=species:S:1:pos:R:3:forces:R:3:lowdin_spin:R:1
Co 0.46987 0.01173 0.87563 0.0 0.6 -1.0 2.678
S 2.84937 -5.31717 -3.58167 0.0 -0.1 -0.1 0.070
C 2.37217 -4.14357 -2.53267 -0.1 0.3 0.2 0.021
S 3.43427 -2.90517 -1.93527 -0.5 -0.3 0.0 -0.014
C 2.28517 -2.09547 -0.87347 1.1 0.9 0.4 0.109
C 1.01737 -2.62317 -0.87167 -1.6 -0.1 0.4 0.134
S -0.29193 -2.04287 0.06413 0.4 -0.7 -0.7 0.320
S 0.75287 -4.01257 -1.91307 0.6 0.2 0.0 -0.005
S 2.79287 -0.78307 0.07773 -0.2 -0.6 -0.4 0.383
C -2.84323 2.81433 -0.52767 -0.4 0.3 -0.1 0.001
O -1.66773 2.07123 -0.76047 -0.2 -0.4 0.0 0.003
C -0.52593 2.72023 -0.93317 0.4 -0.2 -0.1 0.012
S -0.44323 4.32253 -1.32217 -0.1 0.8 -0.1 0.018
S 0.86417 1.74503 -0.79717 0.5 -0.4 -0.1 0.069
H -3.66683 2.10933 -0.61667 0.0 -0.1 0.0 0.000
H -2.94083 3.62613 -1.25647 0.0 -0.2 0.1 0.000
H -2.81393 3.22513 0.48483 0.0 0.0 -0.1 0.001
O -0.75173 -1.08197 3.87263 0.3 -0.5 0.1 0.003
S -0.25403 0.20393 3.42913 -1.5 0.6 1.1 0.009
O 1.07837 0.10433 2.75133 0.8 -0.3 0.0 0.068
O -0.25243 1.22113 4.46063 0.4 0.1 0.2 0.008
S -1.46473 0.82993 1.90563 0.0 0.0 -0.1 0.111
```
Positions in Å, forces in eV/Å.

## Properties
Orbital gap (spin up / spin down) = 5.867 / 5.155 eV
HOMO level (spin up / spin down) = -1.9 / -2.1 eV
Spin multiplicity = 5
Max |F| = 0.0383 Eh/bohr
Charge = -2
Expectation value of S² = 6.031



[3]
The following is a quantum chemistry calculation of a molecular structure, C27H50Cl3FN10OY in a non-equilibrium geometry, from the OMol25 dataset.

```
93
Properties=species:S:1:pos:R:3:forces:R:3:mulliken_charge:R:1
Y 0.01581 0.68219 0.57885 0.1 -1.1 -1.4 -0.317
C 4.34627 1.81536 -1.45425 0.1 -0.1 0.1 -1.192
N 3.51985 1.96765 -0.25997 -0.1 0.0 0.0 0.197
C 2.54171 3.04407 -0.28108 0.1 0.0 0.1 -1.501
C 3.47845 0.97150 0.66475 0.0 -0.1 0.0 0.037
N 2.35353 0.57056 1.20344 0.2 -0.1 0.1 0.808
C 2.44220 -0.11929 2.49306 -0.2 0.1 0.2 -0.672
C 1.26977 0.27260 3.39640 0.3 -0.1 0.0 -1.476
N -0.02340 -0.18772 2.84612 0.0 -0.1 0.5 0.971
C -0.18072 -1.63939 3.03617 -0.1 -0.1 -0.3 -1.859
C -0.85004 -2.33128 1.85295 0.0 0.1 0.1 -0.882
N -0.17007 -1.96561 0.61440 0.1 0.1 -0.1 1.141
C -0.01988 -2.91803 -0.27129 0.1 -0.1 0.2 -0.233
N -0.74612 -4.09267 -0.25097 0.0 0.0 -0.2 0.423
C -0.13311 -5.37230 -0.55617 0.0 0.0 0.0 -1.220
C -2.19414 -4.11060 -0.20250 0.0 0.0 0.2 -0.857
N 0.93965 -2.84656 -1.22726 0.1 0.1 -0.1 0.286
C 2.10930 -2.00354 -1.07468 0.0 -0.1 0.1 -0.354
C 0.72748 -3.36936 -2.56777 0.0 0.0 0.0 -1.200
C -1.15203 0.55890 3.42878 -0.3 0.1 0.0 -1.711
C -2.46455 0.39724 2.65632 0.0 -0.2 0.1 -0.938
N -2.30154 0.47109 1.19699 -0.1 0.1 0.2 1.687
C -3.36309 0.79184 0.49496 -0.2 -0.2 -0.1 -0.564
N -4.40349 1.53718 0.98296 0.0 0.1 0.0 0.411
C -5.79088 1.23001 0.69324 0.0 0.0 0.0 -1.180
C -4.17477 2.76123 1.72778 0.0 0.0 0.0 -1.156
N -3.51489 0.36225 -0.78499 0.2 0.1 0.0 0.468
C -4.18558 1.16899 -1.79330 0.0 0.0 0.0 -1.240
C -2.74687 -0.73938 -1.32580 0.0 -0.1 0.1 -0.309
N 4.69061 0.42657 1.01230 0.1 0.0 -0.3 0.412
C 5.91103 1.21057 1.05625 0.0 0.0 0.1 -1.353
C 4.88707 -1.00883 1.09595 -0.1 0.0 0.1 -0.798
H 4.24217 0.81251 -1.87340 0.0 0.0 0.0 0.310
H 5.40328 2.00961 -1.26828 0.0 0.0 0.0 0.311
H 4.00383 2.52891 -2.19954 0.0 0.0 0.0 0.487
H 3.06396 3.98062 -0.48567 0.0 0.0 0.0 0.458
H 2.05892 3.12229 0.68809 -0.1 0.0 0.0 0.472
H 1.78738 2.89853 -1.05542 -0.1 0.0 0.0 0.349
H 3.36579 0.15545 3.00988 0.0 -0.1 0.0 0.555
H 2.45458 -1.20583 2.35466 0.0 0.0 0.1 0.306
H 1.25286 1.35909 3.46444 -0.1 0.0 0.0 0.273
H 1.43085 -0.13816 4.40115 0.0 0.0 0.0 0.425
H -0.74699 -1.84482 3.95207 0.0 0.0 0.0 0.344
H 0.80533 -2.08480 3.15706 0.0 0.0 0.0 0.398
H -1.90897 -2.06392 1.81130 0.0 0.0 0.0 0.264
H -0.78740 -3.40796 2.03247 -0.1 0.0 0.0 0.675
H 0.94902 -5.27317 -0.57890 0.0 0.0 0.0 0.350
H -0.47594 -5.78226 -1.51173 0.0 0.0 0.0 0.371
H -0.39643 -6.08816 0.22705 0.0 0.0 0.0 0.370
H -2.58824 -3.10735 -0.06605 0.0 -0.2 0.1 0.202
H -2.55230 -4.74346 0.61423 0.0 0.0 0.0 0.280
H -2.59623 -4.51109 -1.13934 0.0 0.0 0.0 0.394
H 2.32411 -1.87288 -0.01532 -0.1 0.0 -0.1 -0.392
H 1.97390 -1.02596 -1.53281 -0.1 0.2 -0.1 -0.101
H 2.95781 -2.49725 -1.55490 0.0 0.0 0.0 0.532
H -0.30460 -3.68472 -2.69780 0.0 0.0 0.0 0.388
H 1.38535 -4.21666 -2.77839 0.0 0.0 0.0 0.332
H 0.93858 -2.58285 -3.29537 0.0 0.0 0.0 0.309
H -0.88478 1.61245 3.43793 0.1 0.0 0.0 0.452
H -1.33330 0.24247 4.46395 0.1 0.0 0.0 0.493
H -3.14058 1.15477 3.04770 0.0 -0.1 0.1 0.666
H -2.91607 -0.57186 2.89817 0.0 0.0 0.0 0.324
H -5.86289 0.30147 0.13300 0.0 0.0 0.0 0.335
H -6.27646 2.02757 0.12347 0.0 0.0 0.0 0.370
H -6.33457 1.10880 1.63400 0.0 0.0 0.0 0.372
H -3.10766 2.96207 1.80491 0.0 0.0 0.0 0.311
H -4.61074 2.71102 2.72986 0.0 0.0 0.0 0.327
H -4.63923 3.60085 1.20234 0.0 0.0 0.0 0.333
H -4.50098 2.12061 -1.37576 0.0 0.0 0.0 0.373
H -5.05634 0.64599 -2.19558 0.0 0.0 0.0 0.308
H -3.49208 1.36639 -2.61448 0.0 0.0 0.0 0.410
H -3.39291 -1.33705 -1.97385 0.0 0.0 0.0 0.626
H -2.38037 -1.36221 -0.51556 0.0 0.2 0.0 -0.658
H -1.88986 -0.39722 -1.91183 0.0 0.1 0.0 -0.080
H 5.67805 2.27125 1.01791 0.0 0.0 0.0 0.397
H 6.59267 0.95784 0.23837 0.0 0.0 0.0 0.380
H 6.42725 1.00412 1.99675 0.0 0.0 0.0 0.380
H 3.95288 -1.52636 0.89287 0.2 0.0 0.1 0.170
H 5.25880 -1.30461 2.08037 0.0 0.0 0.0 0.260
H 5.62091 -1.32436 0.34836 0.0 0.0 0.0 0.348
Cl -0.77136 5.00391 -5.60868 0.0 0.1 -0.1 -0.211
C -0.48670 3.76735 -4.43599 0.0 -0.1 0.1 0.285
C -1.05491 3.86115 -3.17717 -0.1 0.0 0.0 -0.771
C -0.78926 2.86238 -2.26170 0.1 -0.2 -0.1 1.024
Cl -1.45248 2.92759 -0.66150 -0.2 0.5 -0.2 -0.048
C 0.04240 1.75468 -2.51077 0.0 0.0 -0.3 -1.913
O 0.29477 0.85084 -1.59919 0.0 0.0 -0.1 1.460
C 0.56803 1.70732 -3.81643 0.0 0.0 0.2 0.344
Cl 1.58227 0.36968 -4.24105 0.1 -0.1 0.0 -0.214
C 0.31983 2.68734 -4.75852 0.0 0.0 -0.1 -0.718
H -1.68760 4.69644 -2.91208 0.0 0.0 0.0 0.496
H 0.75087 2.61245 -5.74709 0.0 0.0 0.0 0.472
F 0.11423 2.36395 1.62620 0.0 1.2 0.8 -0.594
```
Positions in Å, forces in eV/Å.

## Properties
Orbital gap = 8.554 eV
HOMO level = -10.2 eV
Max |F| = 0.0345 Eh/bohr
Charge = +1



Results for ΔE to the lowest compared entry with this formula, charge and spin: 45.7, 5.8, 12.0 (in kcal per mole, following the order of the records).
Results for molar mass: 136.92, 474.61, 745.03 (in g/mol, following the order of the records).